ORCA calculation (the ωB97M-V functional and the def2-TZVPD basis) on a 7-piece molecular cluster, C33H52N2O18S overall in a non-equilibrium geometry.

Output
SMILES	CCNN1c2ccccc2Sc2cc(C)ccc21.COC(=O)OC.COC(=O)OC.COC(=O)OC.COC(=O)OC.COC(=O)OC.COC(=O)OC
E_HOMO	-7.4	eV
maximum force	3.9	eV/Å
orbital gap	0.288	Ha
LUMO	0.4	eV

Bonds (Å) are listed after each position.
Positions of all 106 atoms, in Å:
1 O 6.081 2.580 -4.595  C21 1.205
2 C 1.197 1.080 -2.206  C27 1.491, C67 1.447, S94 1.823
3 H 11.446 0.003 -1.149  C36 1.089
4 O -2.125 -5.080 -2.977  C20 1.337, C46 1.429
5 H -11.348 3.917 4.857  C96 1.091
6 H -5.718 1.135 -2.505  C32 1.114
7 H -3.543 -3.905 -2.010  C46 1.090
8 H -2.209 -7.560 2.392  C62 1.091
9 H -0.701 -4.972 6.584  C55 1.091
10 H -4.615 1.814 3.245  C35 1.091
11 C 4.806 0.343 -3.965  O13 1.429, H26 1.089, H38 1.091, H103 1.088
12 H -4.290 -1.684 -0.349  C95 1.121
13 O 6.212 0.350 -4.216  C11 1.429, C21 1.337
14 C 3.446 0.860 -0.374  C39 1.448, C48 1.470, H63 1.116
15 O -0.797 -4.689 4.526  C50 1.339, C55 1.427
16 H -1.435 -8.011 -0.594  C74 1.091
17 H -6.573 4.745 6.607  C81 1.091
18 H 13.954 5.720 -1.328  C65 1.089
19 H 9.745 2.408 -5.213  C28 1.089
20 C -2.318 -6.216 -2.299  O4 1.337, O25 1.206, O90 1.341
21 C 6.708 1.554 -4.521  O1 1.205, O13 1.337, O34 1.339
22 H 4.000 2.947 -1.123  C39 1.115
23 H 13.792 4.966 -2.921  C65 1.091
24 O -5.508 2.936 1.737  C35 1.428, C56 1.338
25 O -3.338 -6.543 -1.746  C20 1.206
26 H 4.511 -0.679 -3.731  C11 1.089
27 C 1.315 -0.186 -1.427  C2 1.491, C48 1.480, N59 1.409
28 C 8.691 2.637 -5.068  H19 1.089, H29 1.091, H30 1.090, O34 1.428
29 H 8.295 3.048 -5.997  C28 1.091
30 H 8.603 3.361 -4.258  C28 1.090
31 H -5.554 1.144 -0.682  C32 1.130
32 C -5.429 0.524 -1.618  H6 1.114, H31 1.130, C40 1.564, H45 1.118
33 H -6.535 3.683 5.161  C81 1.091
34 O 8.024 1.420 -4.730  C21 1.339, C28 1.428
35 C -4.621 1.899 2.158  H10 1.091, O24 1.428, H80 1.089, H97 1.091
36 C 11.442 0.860 -1.821  H3 1.089, H60 1.091, H66 1.091, O78 1.428
37 O -4.234 4.423 2.878  C56 1.205
38 H 4.261 0.663 -4.855  C11 1.091
39 C 3.311 2.071 -1.157  C14 1.448, H22 1.115, C67 1.499
40 C -3.935 0.065 -1.650  C32 1.564, C95 1.458, C102 1.459
41 H 0.110 -3.071 -2.296  N82 1.016
42 H -1.995 -8.816 -2.096  C74 1.091
43 C -8.921 4.762 5.416  O64 1.204, O76 1.338, O89 1.338
44 C -1.530 0.370 -2.381  C73 1.486, S94 1.834, C102 1.453
45 H -6.046 -0.395 -1.466  C32 1.118
46 C -3.263 -4.217 -3.016  O4 1.429, H7 1.090, H54 1.091, H75 1.089
47 H -1.894 -2.467 -0.306  C88 1.115
48 C 2.473 -0.234 -0.507  C14 1.470, C27 1.480, H85 1.112
49 H -5.743 5.264 5.134  C81 1.089
50 C -1.455 -5.810 4.208  O15 1.339, O57 1.204, O69 1.339
51 H -0.085 -1.686 0.885  C106 1.116
52 H 0.772 -4.269 -0.534  C77 1.131
53 H -6.655 6.981 1.677  C61 1.088
54 H -4.101 -4.704 -3.517  C46 1.091
55 C -0.045 -4.775 5.736  H9 1.091, O15 1.427, H98 1.091, H100 1.089
56 C -5.180 4.155 2.181  O24 1.338, O37 1.205, O104 1.338
57 O -1.456 -6.834 4.840  C50 1.204
58 H -3.353 -6.423 1.666  C62 1.089
59 N 0.325 -1.174 -1.594  C27 1.409, C73 1.414, N82 1.372
60 H 10.415 1.206 -1.937  C36 1.091
61 C -5.862 6.376 2.112  H53 1.088, H70 1.091, H84 1.090, O104 1.428
62 C -2.866 -6.713 2.596  H8 1.091, H58 1.089, O69 1.428, H86 1.090
63 H 4.320 0.772 0.314  C14 1.116
64 O -9.013 3.794 6.125  C43 1.204
65 C 13.307 5.109 -1.955  H18 1.089, H23 1.091, O68 1.427, H87 1.091
66 H 11.853 0.548 -2.782  C36 1.091
67 C 2.143 2.169 -2.091  C2 1.447, C39 1.499, H91 1.117
68 O 13.123 3.858 -1.293  C65 1.427, C93 1.338
69 O -2.112 -5.593 3.062  C50 1.339, C62 1.428
70 H -4.904 6.735 1.734  C61 1.091
71 H -3.160 1.695 -3.016  C102 1.116
72 H 2.194 -3.211 -0.331  C77 1.130
73 C -1.040 -0.802 -1.611  C44 1.486, N59 1.414, C88 1.474
74 C -1.237 -8.168 -1.656  H16 1.091, H42 1.091, O90 1.425, H99 1.089
75 H -2.989 -3.331 -3.587  C46 1.089
76 O -9.940 5.448 4.884  C43 1.338, C96 1.427
77 C 1.068 -3.183 -0.423  H52 1.131, H72 1.130, N82 1.473, C106 1.573
78 O 12.254 1.875 -1.230  C36 1.428, C93 1.337
79 H -11.388 4.979 6.302  C96 1.091
80 H -4.984 0.962 1.740  C35 1.089
81 C -6.600 4.712 5.517  H17 1.091, H33 1.091, H49 1.089, O89 1.428
82 N 0.667 -2.501 -1.665  H41 1.016, N59 1.372, C77 1.473
83 H -0.283 -3.428 1.331  C106 1.126
84 H -5.908 6.473 3.197  C61 1.090
85 H 2.627 -1.138 0.121  C48 1.112
86 H -3.635 -6.987 3.318  C62 1.090
87 H 12.353 5.624 -2.075  C65 1.091
88 C -2.095 -1.545 -0.898  H47 1.115, C73 1.474, C95 1.473
89 O -7.781 5.342 5.021  C43 1.338, C81 1.428
90 O -1.179 -6.922 -2.345  C20 1.341, C74 1.425
91 H 1.943 3.080 -2.706  C67 1.117
92 H 1.259 -2.554 1.697  C106 1.129
93 C 12.341 2.997 -1.954  O68 1.338, O78 1.337, O105 1.204
94 S -0.232 1.260 -3.323  C2 1.823, C44 1.834
95 C -3.506 -1.120 -0.918  H12 1.121, C40 1.458, C88 1.473
96 C -11.229 4.937 5.224  H5 1.091, O76 1.427, H79 1.091, H101 1.089
97 H -3.614 2.078 1.781  C35 1.091
98 H 0.723 -5.545 5.658  C55 1.091
99 H -0.268 -8.653 -1.758  C74 1.089
100 H 0.442 -3.814 5.890  C55 1.089
101 H -11.971 5.569 4.739  C96 1.089
102 C -2.919 0.795 -2.403  C40 1.459, C44 1.453, H71 1.116
103 H 4.544 0.978 -3.121  C11 1.088
104 O -6.085 5.023 1.716  C56 1.338, C61 1.428
105 O 11.809 3.196 -3.016  C93 1.204
106 C 0.443 -2.668 0.925  H51 1.116, C77 1.573, H83 1.126, H92 1.129

Here are the Mulliken charges for atoms 1 to 5, given in e: number 1, O, carries -0.55; number 2, C, carries 0.45; number 3, H, carries 0.21; number 4, O, carries -0.36; number 5, H, carries 0.29